Record 1
101
Properties=species:S:1:pos:R:3:forces:R:3:lowdin_charge:R:1 method="wB97M-V/def2-TZVPD" orbital_gap_ev=7.23 molar_mass_g_mol=858.6 lumo_energy_ev=-0.3 smiles="COCCC[PH2](N)[PH2]=S.C[N+](=O)[O-].C[N+](=O)[O-].C[N+](=O)[O-].C[N+](=O)[O-].C[N+](=O)[O-].C[N+](=O)[O-].C[N+](=O)[O-].C[N+](=O)[O-].C[N+](=O)[O-].C[N+](=O)[O-].C[N+](=O)[O-]" e_homo_ev=-7.52 total_charge=0
C -1.844 -1.313 1.804 0.1 0.4 -0.1 -0.116
O -0.729 -0.977 1.000 0.1 0.0 0.1 -0.186
C -0.431 0.416 1.110 0.1 -1.0 -0.4 -0.266
C 0.640 0.820 0.120 0.0 0.7 0.5 -0.214
C 0.533 2.329 -0.202 0.0 -0.4 0.0 -0.324
P 0.195 3.421 1.260 1.6 -0.9 0.6 0.582
N 1.610 2.795 2.119 -0.4 0.0 -0.3 -0.191
P -1.679 4.353 0.323 0.0 1.2 -0.2 0.176
S -1.285 6.203 -0.262 0.1 0.0 -0.1 -0.008
H -1.962 -0.590 2.611 0.0 0.1 0.2 0.083
H -1.705 -2.286 2.263 0.0 -0.3 -0.2 0.064
H -2.755 -1.280 1.208 -0.2 -0.2 0.0 0.088
H -0.036 0.585 2.108 -0.2 0.4 0.3 0.106
H -1.351 0.981 0.942 -0.1 0.2 0.0 0.114
H 0.585 0.258 -0.805 -0.2 -0.1 -0.1 0.101
H 1.616 0.658 0.558 0.2 -0.3 0.0 0.081
H -0.180 2.456 -1.008 -0.2 0.3 0.0 0.057
H 1.511 2.641 -0.552 0.1 0.3 -0.2 0.068
H 0.685 4.754 1.250 -0.5 0.0 -0.3 -0.017
H -0.601 2.991 2.353 -0.2 0.2 -0.2 0.009
H 1.844 3.394 2.906 0.1 -0.3 -0.1 -0.025
H 2.423 2.704 1.518 0.1 0.1 0.1 0.014
H -2.675 4.406 1.330 -0.2 -0.5 -0.3 -0.064
H -2.167 3.586 -0.747 -0.3 -0.2 0.3 -0.095
C 3.799 0.207 -2.117 -0.1 0.1 -0.1 0.038
N 4.322 1.382 -1.376 0.0 0.0 0.0 -0.416
O 3.741 1.702 -0.353 0.1 0.1 0.0 0.041
O 5.286 1.954 -1.835 -0.1 0.0 0.1 0.079
H 2.947 -0.184 -1.577 0.0 0.0 0.1 0.067
H 3.515 0.553 -3.104 0.1 0.1 0.0 0.072
H 4.593 -0.524 -2.171 0.1 0.0 0.0 0.081
C 1.434 8.512 -0.936 -0.1 0.0 0.2 0.015
N 2.825 8.007 -0.775 0.0 0.0 0.0 -0.451
O 3.074 7.329 0.203 0.0 0.1 0.0 0.046
O 3.625 8.311 -1.636 0.0 0.0 0.1 0.060
H 0.843 8.157 -0.101 0.0 -0.1 0.0 0.039
H 1.487 9.597 -0.953 0.1 0.0 -0.1 0.098
H 1.048 8.126 -1.873 0.0 0.0 0.0 0.094
C -4.983 4.461 -3.932 0.0 -0.1 -0.2 0.047
N -4.141 4.013 -2.790 0.1 0.0 0.0 -0.443
O -3.497 2.988 -2.925 0.0 0.1 0.0 0.044
O -4.151 4.709 -1.800 -0.1 -0.1 -0.1 0.028
H -4.873 3.748 -4.740 0.0 0.0 0.0 0.091
H -6.009 4.503 -3.580 0.0 0.1 0.0 0.101
H -4.635 5.446 -4.223 0.0 0.0 0.1 0.102
C 3.843 -4.157 0.422 -0.1 -0.1 0.2 0.050
N 3.736 -2.796 -0.161 0.0 -0.1 0.0 -0.422
O 2.714 -2.172 0.032 0.1 0.0 -0.1 0.074
O 4.691 -2.403 -0.805 -0.1 -0.1 0.2 0.046
H 2.929 -4.373 0.964 0.0 0.1 0.0 0.094
H 3.982 -4.843 -0.405 0.1 0.0 0.0 0.071
H 4.704 -4.163 1.084 0.1 0.0 -0.1 0.104
C 4.742 -4.142 -4.810 0.2 -0.1 -0.1 0.053
N 4.017 -4.194 -3.514 0.0 0.0 0.1 -0.432
O 4.522 -4.812 -2.600 -0.1 0.0 -0.2 0.057
O 2.952 -3.609 -3.450 0.0 -0.1 0.0 0.050
H 5.660 -4.709 -4.713 0.0 0.0 0.1 0.100
H 4.087 -4.583 -5.555 0.0 0.0 0.0 0.089
H 4.945 -3.099 -5.035 -0.1 0.0 0.0 0.103
C 0.501 -2.542 4.779 0.2 0.1 0.0 0.053
N -0.146 -3.860 5.014 0.0 0.0 0.0 -0.442
O 0.424 -4.660 5.721 -0.1 0.0 -0.1 0.084
O -1.219 -4.046 4.467 0.0 0.0 0.0 0.037
H 1.440 -2.515 5.317 0.0 -0.1 0.0 0.096
H 0.657 -2.445 3.707 -0.1 0.1 0.0 0.098
H -0.179 -1.776 5.139 -0.1 0.0 -0.1 0.103
C 0.969 -7.134 -4.241 -0.1 0.0 0.1 0.049
N 2.389 -7.545 -4.419 0.1 0.0 0.1 -0.447
O 2.850 -8.345 -3.637 0.0 0.1 -0.1 0.081
O 2.993 -7.039 -5.347 0.0 0.1 0.1 0.044
H 0.566 -7.659 -3.384 0.0 0.0 0.0 0.095
H 0.960 -6.059 -4.084 0.0 0.0 -0.1 0.094
H 0.438 -7.396 -5.151 0.0 0.1 0.0 0.101
C -4.056 -4.841 3.333 0.1 -0.1 0.1 0.034
N -5.419 -5.421 3.484 0.0 0.0 0.0 -0.447
O -5.543 -6.419 4.159 0.0 0.1 -0.1 0.078
O -6.326 -4.845 2.911 0.0 0.0 0.0 0.043
H -3.355 -5.449 3.889 0.0 0.0 0.0 0.082
H -3.822 -4.839 2.273 -0.1 0.1 0.0 0.102
H -4.088 -3.828 3.722 0.0 0.0 -0.1 0.099
C -8.964 -2.862 3.408 -0.1 -0.1 0.0 0.038
N -9.195 -1.455 2.979 0.0 0.0 0.0 -0.456
O -10.315 -1.001 3.100 0.1 0.0 0.0 0.063
O -8.239 -0.855 2.532 -0.1 0.0 0.0 0.057
H -9.897 -3.265 3.782 0.0 0.1 0.0 0.093
H -8.614 -3.416 2.544 0.1 0.0 0.0 0.090
H -8.205 -2.845 4.183 0.1 0.0 -0.1 0.097
C 3.031 6.724 4.384 0.0 0.2 0.0 0.057
N 2.418 5.479 4.922 0.0 0.0 0.0 -0.434
O 1.722 5.561 5.909 0.0 0.0 -0.1 0.081
O 2.662 4.449 4.318 0.1 0.2 0.3 0.028
H 2.729 7.552 5.013 0.0 0.0 0.0 0.094
H 4.107 6.587 4.397 0.0 -0.1 -0.1 0.103
H 2.673 6.848 3.365 0.1 -0.1 0.0 0.097
C 0.028 -0.453 -5.159 0.0 -0.1 -0.2 0.053
N 1.159 0.268 -4.515 -0.1 0.0 0.0 -0.433
O 2.213 0.325 -5.116 -0.1 0.0 0.1 0.067
O 0.944 0.753 -3.423 0.0 0.0 -0.1 0.062
H 0.364 -0.828 -6.118 0.1 0.0 0.0 0.094
H -0.258 -1.263 -4.495 0.0 0.1 0.1 0.102
H -0.785 0.257 -5.274 0.0 0.0 0.1 0.101

***

Record 2
124
Properties=species:S:1:pos:R:3:forces:R:3:lowdin_charge:R:1 method="wB97M-V/def2-TZVPD" orbital_gap_ev=8.36 molar_mass_g_mol=780.9 lumo_energy_ev=-0.4 e_homo_ev=-8.72 total_charge=0
C -16.591 -4.051 -7.925 -0.2 0.5 -1.6 -0.051
C -16.878 -4.252 -6.470 1.2 0.0 0.6 -0.498
C -17.028 -2.906 -5.799 -1.0 -0.1 0.2 -0.047
O -18.019 -5.082 -6.246 0.2 0.4 0.2 -0.068
H -15.587 -3.672 -8.127 0.1 -0.2 0.3 0.088
H -17.249 -3.293 -8.365 -0.2 0.1 0.3 0.087
H -16.760 -4.889 -8.607 0.2 -0.4 0.5 0.054
H -16.014 -4.706 -5.968 0.1 -0.4 -0.2 0.111
H -17.096 -3.044 -4.719 -0.2 0.1 0.0 0.063
H -17.949 -2.482 -6.207 -0.1 0.3 0.4 0.090
H -16.222 -2.196 -5.984 0.2 -0.3 -0.3 0.088
H -17.828 -5.938 -6.675 -0.5 0.3 0.0 0.029
C -14.602 -3.230 -1.065 0.0 -0.3 0.1 -0.053
C -15.000 -2.215 -2.118 0.6 1.2 0.4 -0.452
C -16.119 -1.310 -1.605 -0.9 0.8 -0.4 -0.050
O -13.896 -1.309 -2.354 0.1 0.3 0.1 -0.074
H -15.188 -4.142 -1.152 -0.2 0.1 0.2 0.038
H -14.715 -2.740 -0.097 -0.2 -0.3 0.1 0.084
H -13.560 -3.564 -1.084 0.1 0.1 -0.6 0.062
H -15.265 -2.602 -3.103 -0.2 -0.5 0.2 0.103
H -16.105 -0.344 -2.118 0.2 -0.2 -0.4 0.078
H -16.097 -0.994 -0.561 0.5 -0.6 0.2 0.079
H -17.132 -1.680 -1.778 0.1 -0.4 0.0 0.064
H -13.071 -1.801 -2.379 -0.1 -0.2 -0.1 0.069
C -18.716 -8.468 -1.686 0.2 -0.2 0.1 -0.044
C -19.045 -9.758 -0.911 -1.5 0.7 -0.9 -0.453
C -20.526 -9.895 -0.619 -0.6 1.6 0.2 -0.072
O -18.794 -10.908 -1.757 1.3 0.3 0.8 -0.082
H -17.671 -8.187 -1.542 0.0 0.0 0.0 0.058
H -19.321 -7.622 -1.355 0.0 -0.1 0.3 0.076
H -18.878 -8.532 -2.764 -0.1 -0.4 0.0 0.083
H -18.515 -9.684 0.044 0.5 -0.8 -0.2 0.130
H -20.822 -10.835 -0.155 0.1 -0.1 -0.1 0.077
H -21.075 -9.711 -1.544 0.0 -0.5 -0.1 0.088
H -20.865 -9.072 0.019 0.1 -0.2 0.3 0.084
H -18.823 -11.649 -1.142 0.0 -0.3 -0.3 0.092
C -16.456 -9.383 -7.917 0.3 0.3 0.7 -0.045
C -16.787 -7.914 -8.144 -1.3 -0.4 -0.5 -0.434
C -17.237 -7.760 -9.606 0.6 1.6 0.5 -0.048
O -17.914 -7.547 -7.306 0.3 -0.5 0.0 -0.086
H -16.143 -9.598 -6.893 -0.2 0.2 0.1 0.054
H -15.666 -9.768 -8.561 -0.2 0.1 -0.3 0.082
H -17.402 -9.892 -8.112 0.2 -0.4 -0.1 0.087
H -16.066 -7.154 -7.847 0.5 -0.4 -0.2 0.141
H -16.460 -8.125 -10.275 -0.3 -0.3 -0.2 0.085
H -17.346 -6.688 -9.791 0.1 0.0 -0.2 0.066
H -18.246 -8.131 -9.787 0.2 -0.7 0.0 0.086
H -18.666 -8.086 -7.572 -0.1 0.1 0.1 0.103
C -19.011 -4.533 -2.350 -1.5 -0.2 0.3 -0.054
C -20.249 -3.904 -3.009 0.3 -0.4 0.8 -0.496
C -20.675 -2.642 -2.260 -0.9 0.1 -0.5 -0.059
O -19.985 -3.586 -4.359 -0.2 0.2 -0.1 -0.048
H -18.249 -3.761 -2.432 0.6 -0.6 0.2 0.070
H -18.787 -5.539 -2.710 0.5 0.4 -0.9 0.059
H -19.286 -4.805 -1.326 0.3 0.7 0.3 0.077
H -21.108 -4.583 -2.929 0.1 -0.3 -0.2 0.126
H -20.058 -1.778 -2.506 0.2 -0.1 0.2 0.079
H -20.785 -2.797 -1.187 0.5 -0.1 0.0 0.079
H -21.694 -2.395 -2.571 0.1 0.2 -0.2 0.072
H -19.380 -4.241 -4.733 0.0 0.0 -0.1 0.050
C -11.376 -8.977 -5.681 -0.7 1.2 -0.1 -0.675
O -10.625 -8.055 -5.406 0.1 -0.5 0.5 0.040
N -12.666 -9.087 -5.230 0.1 -0.4 -0.2 0.160
N -11.019 -9.980 -6.506 0.9 -0.2 -0.3 0.164
H -13.147 -8.348 -4.745 0.1 0.2 -0.3 0.082
H -13.204 -9.795 -5.687 -0.5 0.2 0.3 0.061
H -11.659 -10.663 -6.857 0.2 -0.2 0.0 0.091
H -10.032 -9.983 -6.704 -0.2 -0.4 -0.4 0.115
C -12.425 -5.189 -4.903 0.3 0.0 -0.8 -0.696
O -11.678 -5.101 -5.878 0.1 -0.3 0.7 0.009
N -12.304 -6.122 -3.919 1.0 -0.8 -0.6 0.169
N -13.451 -4.337 -4.763 -0.3 0.4 0.3 0.175
H -12.896 -6.265 -3.121 -0.1 0.4 0.0 0.053
H -11.570 -6.783 -4.158 0.0 -0.1 0.4 0.060
H -13.472 -3.669 -5.515 -0.7 0.1 0.2 0.110
H -14.191 -4.572 -4.119 -0.4 0.6 -0.2 0.057
C -15.919 -6.452 -3.410 -0.9 0.2 1.9 -0.671
O -16.024 -5.251 -3.148 0.7 0.0 -0.6 -0.003
N -16.611 -7.112 -4.331 -0.2 -0.3 -1.0 0.212
N -15.244 -7.315 -2.583 0.6 0.4 0.1 0.175
H -17.295 -6.643 -4.902 0.1 0.1 0.0 0.082
H -16.434 -8.102 -4.363 -0.4 -0.2 -0.6 0.055
H -15.209 -8.292 -2.828 0.3 0.0 0.2 0.064
H -14.742 -6.916 -1.804 0.1 -0.3 0.0 0.068
C -15.787 -11.115 -4.395 -0.8 1.0 -1.1 -0.646
O -15.610 -9.889 -4.399 0.8 -0.3 0.3 -0.028
N -16.885 -11.621 -3.806 0.7 0.0 0.0 0.182
N -15.030 -11.972 -5.128 0.0 -0.1 0.3 0.179
H -17.328 -10.973 -3.168 -0.6 -0.7 0.2 0.078
H -17.042 -12.611 -3.851 -0.4 0.1 0.5 0.106
H -15.359 -12.908 -5.280 0.2 0.0 -0.1 0.103
H -14.333 -11.588 -5.733 0.0 -0.1 0.0 0.085
C -11.739 -10.285 -1.736 -1.8 -0.4 0.7 -0.673
O -11.565 -11.379 -2.247 0.6 0.2 -0.3 0.019
N -12.155 -10.186 -0.412 0.4 -0.5 -0.2 0.124
N -11.861 -9.091 -2.350 1.0 -1.0 0.4 0.184
H -12.299 -11.075 0.030 0.3 0.2 0.4 0.088
H -12.087 -9.319 0.091 0.0 -0.2 0.2 0.077
H -12.278 -8.410 -1.734 0.1 0.9 -1.1 0.066
H -11.687 -9.150 -3.341 -0.3 1.0 0.2 0.064
C -15.059 -8.961 1.513 -0.2 0.4 -0.8 -0.672
O -15.263 -7.884 0.951 0.5 -0.3 0.6 -0.009
N -14.898 -10.097 0.809 -0.7 0.9 0.8 0.176
N -14.898 -9.101 2.849 0.1 0.0 1.5 0.167
H -14.721 -10.909 1.368 0.3 -0.6 -1.0 0.107
H -14.902 -9.900 -0.178 0.2 -1.1 -0.2 0.114
H -15.125 -9.962 3.318 0.1 -0.1 -0.2 0.105
H -14.945 -8.307 3.464 -0.2 0.2 -0.3 0.098
C -17.101 -4.948 1.805 -0.7 1.3 0.1 -0.708
O -17.853 -3.969 1.779 0.5 -0.6 0.4 0.003
N -16.678 -5.510 2.966 -0.4 0.1 1.7 0.150
N -16.574 -5.478 0.709 0.2 -0.7 -2.0 0.175
H -16.072 -6.296 3.076 0.1 0.0 -0.5 0.060
H -16.995 -5.039 3.797 0.0 -0.2 0.0 0.100
H -16.846 -4.995 -0.134 -0.1 -0.2 0.0 0.086
H -16.262 -6.445 0.629 0.0 0.7 0.3 0.051
C -12.154 -6.036 0.400 1.4 -0.5 0.6 -0.643
O -12.699 -6.449 -0.613 -0.3 0.3 0.0 0.010
N -12.392 -6.568 1.638 -1.2 -0.7 -0.4 0.163
N -11.097 -5.158 0.426 -0.3 0.4 -0.5 0.162
H -13.188 -7.188 1.650 0.1 0.1 0.2 0.061
H -11.848 -6.438 2.469 0.1 0.2 -0.1 0.100
H -10.849 -4.780 1.325 0.0 0.2 0.0 0.094
H -11.049 -4.496 -0.334 0.1 -0.2 -0.1 0.106